This record from the OMol25 dataset describes a 3-piece molecular cluster, C23H44BrF3NO9S overall in a non-equilibrium geometry. The level of theory is the ωB97M-V functional and the def2-TZVPD basis.

The HOMO-LUMO gap comes out at 9.181 eV. As for the HOMO energy: -11.95 eV. As for the net charge: +1. As for the spin multiplicity: 1.

Cartesian coordinates (Å):
1 C 2.471 0.359 3.928
2 C 3.454 0.052 2.823
3 O 4.622 0.080 2.966
4 O 2.907 -0.319 1.629
5 C 1.932 0.580 1.087
6 C 1.957 0.460 -0.427
7 C 0.682 0.967 -1.095
8 C -0.545 0.075 -0.828
9 C -1.533 0.721 0.149
10 C -2.770 -0.166 0.281
11 N -3.423 -0.176 1.666
12 C -3.281 1.137 2.423
13 C -2.091 1.249 3.401
14 C -1.646 2.706 3.496
15 O -2.449 0.691 4.653
16 C -2.997 -1.384 2.512
17 C -1.531 -1.830 2.360
18 C -0.926 -2.214 3.708
19 Br -1.424 -3.337 1.138
20 S -5.209 -0.494 1.431
21 O -5.728 -0.705 2.729
22 O -5.296 -1.427 0.375
23 C -5.928 1.156 0.808
24 F -5.054 1.840 0.076
25 F -6.963 0.806 0.066
26 F -6.313 1.881 1.844
27 H 2.799 -0.163 4.826
28 H 1.453 0.062 3.685
29 H 2.496 1.428 4.145
30 H 2.164 1.606 1.393
31 H 0.942 0.332 1.500
32 H 2.785 1.075 -0.784
33 H 2.173 -0.574 -0.699
34 H 0.870 1.003 -2.168
35 H 0.489 1.997 -0.775
36 H -1.048 -0.190 -1.759
37 H -0.199 -0.849 -0.357
38 H -1.014 0.848 1.097
39 H -1.819 1.721 -0.189
40 H -3.517 0.177 -0.429
41 H -2.563 -1.205 0.035
42 H -4.172 1.231 3.046
43 H -3.277 1.939 1.692
44 H -1.251 0.656 3.050
45 H -1.280 2.906 4.504
46 H -2.458 3.404 3.284
47 H -0.830 2.915 2.804
48 H -2.857 1.366 5.209
49 H -3.629 -2.214 2.194
50 H -3.251 -1.143 3.540
51 H -0.917 -1.059 1.904
52 H 0.161 -2.213 3.630
53 H -1.218 -3.227 3.986
54 H -1.243 -1.521 4.488
55 O 3.036 3.422 -2.025
56 C 4.185 3.169 -2.286
57 O 4.620 3.381 -3.537
58 C 5.997 3.226 -3.914
59 C 6.341 1.790 -4.245
60 C 5.097 2.549 -1.255
61 H 6.649 3.638 -3.144
62 H 6.102 3.856 -4.794
63 H 6.227 1.137 -3.380
64 H 7.374 1.724 -4.587
65 H 5.689 1.422 -5.037
66 H 4.899 1.477 -1.239
67 H 4.827 2.962 -0.286
68 H 6.162 2.703 -1.400
69 O 0.988 -2.233 -2.170
70 C 0.310 -2.666 -3.063
71 O -1.005 -2.862 -2.817
72 C -1.930 -3.280 -3.836
73 C -1.933 -4.780 -4.025
74 C 0.895 -3.042 -4.401
75 H -1.735 -2.747 -4.767
76 H -2.898 -2.942 -3.470
77 H -0.968 -5.144 -4.377
78 H -2.690 -5.062 -4.757
79 H -2.159 -5.278 -3.083
80 H 1.310 -4.047 -4.315
81 H 1.709 -2.356 -4.614
82 H 0.191 -3.026 -5.227

Atomic partial charges in e from the Mulliken method, atoms 1 to 8: -0.56, 0.54, -0.54, -0.36, 0.63, 0.34, -1.33, -0.43